Molecular formula: C8H11N2O
Method: DFT, ωB97M-V with the def2-TZVPD basis set

Calculated values
Multiplicity = 1
ΔE to the lowest compared entry with this formula, charge and spin = 49.2 kcal per mole
DFT total energy = -495.9042 Ha
Orbital gap = 0.3128 Eh
E_LUMO = -3.41 eV
Molar mass = 151.189 g/mol
Charge = +1

Each line ends with the natural charge from an NBO analysis.
Atoms and positions in Å:
N  2.003  0.991  -2.050  -0.72
C  0.948  0.276  -1.641  0.59
C  -0.522  0.687  -1.490  -0.48
C  -1.064  -0.367  -0.452  -0.20
C  -0.741  -0.032  0.947  0.21
C  -1.624  0.018  2.029  -0.26
C  -0.829  0.599  3.022  -0.30
C  0.438  0.592  2.614  0.09
O  0.525  0.326  1.269  -0.44
C  -0.074  -1.733  -0.935  -0.22
N  1.034  -1.022  -1.442  -0.50
H  1.885  2.050  -2.003  0.44
H  2.849  0.656  -1.700  0.41
H  -0.608  1.701  -1.102  0.25
H  -1.145  0.603  -2.279  0.26
H  -2.165  -0.617  -0.685  0.27
H  -2.733  -0.340  2.038  0.26
H  -1.196  0.722  4.098  0.26
H  1.408  1.000  2.945  0.22
H  0.081  -2.279  -0.057  0.23
H  -0.402  -2.401  -1.726  0.22
H  1.932  -1.432  -1.400  0.42

Force components x, y, z for each atom (eV/Å):
-2.58 2.65 0.57
-1.57 -0.90 -1.04
2.08 0.15 3.94
0.68 -2.36 -2.37
-2.77 -0.77 0.08
-0.62 -0.43 -2.74
-1.15 -0.95 4.41
2.58 2.09 -0.48
-1.25 -0.56 0.22
-3.02 2.33 -0.28
1.45 1.57 0.39
0.33 -2.12 -0.24
1.90 -0.39 0.20
0.09 0.03 0.01
-1.27 -0.25 -3.31
1.81 0.54 0.87
2.41 1.02 -0.02
0.88 0.12 -1.78
-0.97 -0.45 0.44
0.77 -0.77 1.27
-0.79 0.08 0.07
1.03 -0.63 -0.20

***

Molecular formula: C54H121N7O22
Method: DFT, ωB97M-V with the def2-TZVPD basis set

Calculated values
Multiplicity = 1
DFT total energy = -4167.9333 Ha
Orbital gap = 0.3138 Eh
E_LUMO = 0.23 eV
Molar mass = 1220.589 g/mol
Charge = 0

Each line ends with the Löwdin charge.
Atoms and positions in Å:
C  1.906  0.510  -1.802  -0.03
C  2.018  -0.466  -0.567  -0.41
C  3.552  -0.872  -0.400  -0.01
C  1.585  0.415  0.734  -0.11
C  0.097  0.426  0.930  -0.16
C  -0.314  -1.058  0.964  -0.15
C  -0.097  -1.840  -0.278  -0.45
C  -0.393  -3.320  0.221  -0.01
C  -1.090  -1.382  -1.335  -0.02
N  1.297  -1.708  -0.737  -0.13
O  1.545  -2.325  -1.933  0.01
H  2.251  0.005  -2.705  0.05
H  0.885  0.798  -2.052  0.05
H  2.507  1.418  -1.848  0.08
H  4.164  -0.106  0.077  0.06
H  3.553  -1.845  0.092  0.09
H  3.825  -1.012  -1.446  0.07
H  2.178  0.275  1.638  0.10
H  2.048  1.364  0.466  0.10
H  -0.227  0.997  1.800  0.10
H  -0.461  0.965  0.164  0.09
H  -1.386  -0.965  1.137  0.11
H  -0.308  -1.642  1.884  0.12
H  -0.170  -4.043  -0.563  0.07
H  -1.379  -3.572  0.612  0.09
H  0.256  -3.529  1.072  0.06
H  -0.939  -1.428  -2.414  0.06
H  -1.275  -0.308  -1.323  0.06
H  -2.117  -1.654  -1.089  0.07
H  1.951  -3.151  -1.663  0.11
C  -9.624  -2.391  6.495  -0.13
O  -9.596  -1.107  5.980  -0.17
C  -8.360  -0.576  6.266  -0.25
C  -8.317  0.766  5.425  -0.16
N  -7.053  1.616  5.739  -0.03
C  -6.125  1.113  4.684  -0.21
C  -4.644  1.255  5.171  -0.15
O  -3.712  1.346  4.032  -0.24
C  -2.349  1.319  4.412  -0.11
H  -8.998  -3.093  5.943  0.09
H  -10.643  -2.776  6.486  0.09
H  -9.433  -2.354  7.568  0.09
H  -7.460  -1.064  5.892  0.11
H  -8.261  -0.469  7.346  0.12
H  -9.245  1.308  5.609  0.11
H  -8.400  0.492  4.374  0.11
H  -7.220  2.555  5.404  0.09
H  -6.242  1.654  3.745  0.12
H  -6.451  0.103  4.434  0.07
H  -4.459  0.404  5.828  0.11
H  -4.325  2.024  5.874  0.11
H  -1.582  1.049  3.686  0.07
H  -2.181  1.056  5.457  0.09
H  -2.218  2.394  4.538  0.08
C  -0.199  3.641  -2.550  -0.12
O  -1.538  3.768  -2.891  -0.17
C  -1.879  3.079  -4.177  -0.16
C  -1.740  3.937  -5.389  -0.24
N  -0.437  4.102  -5.978  -0.07
C  -0.124  5.465  -6.347  -0.18
C  1.446  5.672  -6.475  -0.14
O  2.280  5.421  -5.285  -0.21
C  2.044  6.248  -4.225  -0.15
H  0.035  4.183  -1.634  0.07
H  0.446  4.228  -3.203  0.06
H  0.147  2.621  -2.382  0.07
H  -2.907  2.766  -3.990  0.11
H  -1.349  2.142  -4.344  0.12
H  -2.098  4.915  -5.068  0.11
H  -2.371  3.649  -6.231  0.12
H  0.066  3.698  -5.201  0.08
H  -0.615  6.135  -5.640  0.09
H  -0.782  5.643  -7.197  0.12
H  1.633  6.677  -6.853  0.11
H  1.992  5.125  -7.243  0.12
H  2.733  7.082  -4.356  0.10
H  2.229  5.576  -3.387  0.08
H  0.979  6.479  -4.198  0.08
C  5.408  2.863  -1.014  -0.08
O  6.178  3.713  -0.130  -0.20
C  5.792  3.634  1.279  -0.20
C  5.499  5.020  1.839  -0.21
N  4.066  5.151  1.735  -0.07
C  3.728  6.490  2.093  -0.22
C  2.231  6.722  1.670  -0.13
O  2.131  6.770  0.183  -0.22
C  0.890  6.678  -0.378  -0.15
H  4.373  3.186  -0.902  0.07
H  5.495  1.822  -0.701  0.06
H  5.755  3.046  -2.031  0.09
H  6.523  3.196  1.958  0.11
H  4.929  2.982  1.417  0.11
H  6.079  5.639  1.155  0.13
H  5.834  5.072  2.875  0.13
H  3.655  5.032  0.821  0.11
H  4.329  7.357  1.820  0.12
H  3.787  6.427  3.179  0.12
H  1.709  7.601  2.047  0.11
H  1.509  5.951  1.942  0.11
H  0.491  5.725  -0.030  0.07
H  0.880  6.510  -1.455  0.07
H  0.229  7.474  -0.036  0.09
C  -4.224  5.140  -0.595  -0.10
O  -4.624  3.921  0.087  -0.21
C  -3.928  2.783  -0.540  -0.19
C  -3.981  1.579  0.385  -0.20
N  -5.194  0.710  0.132  -0.01
C  -4.840  -0.730  0.479  -0.18
C  -4.832  -1.199  1.934  -0.23
O  -6.153  -1.173  2.437  -0.17
C  -6.282  -2.458  3.004  -0.13
H  -3.202  5.322  -0.262  0.08
H  -4.934  5.883  -0.231  0.08
H  -4.232  5.077  -1.683  0.08
H  -2.874  2.986  -0.730  0.10
H  -4.567  2.636  -1.411  0.12
H  -4.018  1.893  1.429  0.10
H  -2.997  1.150  0.571  0.10
H  -5.953  1.116  0.660  0.10
H  -3.986  -1.167  -0.039  0.09
H  -5.627  -1.210  -0.103  0.11
H  -4.297  -0.439  2.503  0.11
H  -4.324  -2.163  1.906  0.12
H  -6.421  -3.303  2.330  0.10
H  -7.064  -2.533  3.760  0.07
H  -5.457  -2.653  3.690  0.09
C  7.101  -1.878  6.648  -0.10
O  5.825  -1.803  6.026  -0.20
C  5.409  -0.498  5.682  -0.22
C  4.056  -0.612  4.890  -0.19
N  2.988  -1.367  5.640  -0.02
C  1.948  -1.657  4.530  -0.20
C  2.111  -3.039  4.039  -0.28
O  1.612  -3.908  5.033  -0.16
C  2.066  -5.247  4.777  -0.08
H  7.121  -1.137  7.447  0.08
H  7.784  -1.464  5.906  0.08
H  7.466  -2.826  7.045  0.09
H  6.153  0.010  5.068  0.11
H  5.202  0.117  6.557  0.11
H  4.311  -1.186  3.999  0.08
H  3.749  0.419  4.715  0.11
H  3.295  -2.305  5.858  0.08
H  1.918  -0.970  3.684  0.10
H  1.020  -1.720  5.098  0.11
H  3.123  -3.068  3.636  0.13
H  1.490  -3.039  3.143  0.11
H  1.529  -5.978  5.381  0.09
H  3.066  -5.126  5.194  0.08
H  2.183  -5.635  3.765  0.08
C  1.743  -0.319  -5.595  -0.08
O  1.161  -1.527  -6.092  -0.20
C  1.876  -2.728  -6.136  -0.22
C  0.786  -3.615  -6.744  -0.20
N  0.040  -4.531  -5.847  -0.04
C  0.938  -5.579  -5.277  -0.17
C  0.070  -6.527  -4.421  -0.18
O  -0.432  -5.964  -3.180  -0.20
C  -1.601  -5.358  -3.345  -0.16
H  1.393  0.651  -5.946  0.08
H  2.828  -0.267  -5.510  0.09
H  1.367  -0.318  -4.571  0.06
H  2.326  -3.152  -5.238  0.11
H  2.735  -2.603  -6.794  0.12
H  1.270  -4.071  -7.607  0.11
H  0.013  -3.078  -7.294  0.12
H  -0.419  -3.892  -5.214  0.07
H  1.727  -5.084  -4.712  0.10
H  1.375  -6.182  -6.073  0.12
H  0.742  -7.340  -4.149  0.11
H  -0.699  -7.035  -5.002  0.13
H  -2.377  -6.055  -3.662  0.11
H  -1.475  -4.394  -3.837  0.08
H  -2.000  -5.163  -2.349  0.09
O  5.704  -1.514  1.961  0.16
C  6.627  -1.257  1.261  -0.59
O  7.595  -0.434  1.594  0.09
C  8.410  -0.191  0.437  -0.14
C  7.737  -0.753  -0.698  -0.13
O  6.696  -1.505  -0.075  0.06
H  8.523  0.893  0.417  0.14
H  9.405  -0.607  0.596  0.14
H  8.497  -1.294  -1.261  0.14
H  7.244  0.050  -1.246  0.13
O  -5.875  -2.026  -4.916  0.19
C  -4.781  -1.644  -4.728  -0.58
O  -4.566  -0.653  -3.837  0.05
C  -3.314  -0.017  -4.075  -0.09
C  -2.612  -1.166  -4.887  -0.14
O  -3.643  -1.933  -5.374  0.08
H  -3.570  0.760  -4.796  0.12
H  -2.816  0.310  -3.162  0.12
H  -1.761  -1.694  -4.457  0.11
H  -2.216  -0.641  -5.756  0.13
O  -0.668  -5.675  1.773  0.11
C  -0.095  -6.394  0.953  -0.52
O  1.241  -6.691  0.875  0.03
C  1.676  -7.275  -0.316  -0.12
C  0.342  -7.759  -0.781  -0.13
O  -0.614  -6.933  -0.141  0.08
H  2.077  -6.461  -0.920  0.13
H  2.419  -8.032  -0.063  0.14
H  0.222  -8.812  -0.529  0.14
H  0.158  -7.655  -1.851  0.11

Force components x, y, z for each atom (eV/Å):
-0.19 -0.93 -0.65
1.55 1.88 1.06
-2.00 0.18 -1.13
1.24 0.22 -1.84
0.50 -0.62 0.58
-2.60 1.98 1.46
-0.32 -1.56 -0.53
1.09 0.36 -0.80
-1.50 1.48 -0.51
-0.90 0.51 2.87
0.06 -0.44 -1.25
-0.02 -0.45 0.05
-0.20 -0.06 0.38
0.15 0.08 0.93
-0.09 -0.15 0.04
0.40 0.31 0.31
0.79 -0.14 0.11
-0.32 -1.27 0.20
-0.52 0.55 -0.27
0.26 -0.37 0.51
0.27 -0.28 -0.62
-0.92 -0.05 -1.03
2.04 0.16 0.34
-0.02 -0.10 -0.15
-0.31 0.67 -0.38
0.28 0.06 -0.22
0.60 -1.29 0.10
0.59 0.65 0.65
0.02 -0.89 -0.15
0.14 -0.22 -0.21
-1.51 -0.95 0.66
-0.10 -0.67 -0.69
0.98 3.30 -1.18
0.13 0.69 1.94
-1.33 -2.00 -1.86
1.37 1.00 0.73
0.70 -0.83 -0.84
-1.48 -2.04 0.26
-0.44 3.09 1.20
0.33 0.01 0.17
-0.16 0.07 -0.51
0.74 -0.24 0.17
-0.18 -1.17 0.03
0.21 0.47 0.11
0.15 0.29 0.43
0.31 -0.09 -0.12
-0.53 0.32 0.51
0.02 0.26 -0.13
1.02 -0.11 0.18
0.39 -0.80 -0.43
-1.02 1.02 -0.24
-0.65 -0.88 -0.08
0.08 -1.28 -0.23
1.03 0.57 -0.09
1.17 0.94 0.62
-0.65 -1.12 -1.84
-0.19 -0.05 1.48
-1.63 1.58 -1.16
0.65 -1.70 1.38
0.97 -0.93 0.71
0.28 0.53 0.03
-1.47 -1.59 -3.40
-0.32 -0.28 0.52
-0.73 -0.15 0.53
0.26 -0.54 -0.76
-0.05 -0.09 -0.43
-0.10 0.36 -0.33
0.62 -0.14 0.54
-0.39 0.36 0.06
-0.79 -0.44 0.41
1.77 0.69 -0.46
0.59 0.56 0.64
0.96 0.31 -0.91
-0.20 0.61 0.51
-0.81 -0.82 0.03
-0.35 0.52 0.88
0.41 0.80 0.68
0.02 0.76 0.30
0.23 1.05 1.35
-0.08 -0.53 0.80
0.42 -0.45 -0.11
-0.20 -2.25 -1.77
0.16 1.34 -0.24
-3.35 0.42 1.30
-0.70 0.23 -1.63
3.08 0.58 1.06
-1.29 -1.33 0.93
-0.30 -0.28 -0.35
0.03 -0.19 -0.26
0.04 -0.15 0.15
0.86 -0.37 -0.75
-0.31 0.09 -0.28
0.05 0.82 0.36
-0.16 0.33 -0.02
0.76 -0.55 -0.58
0.36 -0.24 -0.76
-0.39 0.80 0.39
0.69 0.60 0.17
0.57 -0.79 0.44
-0.84 -0.23 0.29
0.56 0.79 -0.10
-0.23 0.22 -0.36
-0.37 -1.09 1.34
1.18 -0.05 -1.07
-1.18 0.46 1.31
-1.46 0.59 1.07
3.86 -0.89 0.11
-2.31 0.52 -0.97
0.44 2.50 -1.98
0.09 -1.92 0.16
-0.87 -0.40 2.11
0.10 0.56 -0.15
0.30 0.23 -0.19
-0.20 -0.20 -0.09
-0.09 0.56 -0.41
0.74 -0.59 -0.53
-0.59 1.01 0.22
0.02 -1.23 -1.40
-0.13 -0.58 0.33
0.63 1.10 -0.05
-0.40 -0.81 0.58
0.59 -0.31 0.31
-0.27 -0.12 0.55
0.19 0.25 -0.46
-0.89 0.53 -0.45
0.67 -0.21 -0.37
-0.09 2.14 -0.56
-0.21 -1.14 0.36
-1.46 -0.45 -0.24
1.54 -1.37 1.75
-0.44 1.56 -2.57
-0.01 0.01 2.96
-0.98 1.09 -1.27
0.06 -0.72 -1.52
1.36 0.37 1.53
0.06 -0.08 0.50
0.69 -0.35 -0.04
-0.80 -0.25 -0.45
0.17 0.03 -0.22
0.24 -0.02 0.45
-0.07 0.50 -0.51
-0.33 -0.19 -0.33
0.64 0.02 0.29
0.16 0.36 0.44
-0.51 0.71 -0.45
0.62 -1.26 0.59
-0.34 -0.78 -0.32
-0.27 0.33 -0.04
0.52 -1.13 -0.11
-0.61 0.66 -0.36
-0.27 -0.56 2.28
0.01 2.17 -0.03
-0.67 0.27 -1.15
0.09 -1.32 -0.83
1.79 0.02 -1.80
-2.48 1.01 0.69
1.56 -0.11 0.71
3.61 -2.21 -1.22
-3.00 1.34 1.49
-0.35 -0.53 -1.21
0.16 -0.44 -0.46
0.39 0.33 0.48
-0.51 0.39 0.78
0.10 -0.08 -0.44
-0.03 -1.26 0.24
0.21 0.84 0.52
0.21 -0.54 0.63
0.25 -0.48 0.38
-0.07 0.22 -0.22
0.10 -0.12 0.46
-0.42 0.56 -0.08
-0.14 0.27 -1.24
-0.84 -0.16 -0.38
0.22 0.53 0.36
0.02 -1.00 0.15
-1.28 1.14 -0.90
1.34 0.27 0.26
2.26 2.17 3.04
-1.33 0.07 -0.87
-0.24 -1.61 -0.55
0.11 0.01 -0.27
-0.05 -0.15 0.24
-0.88 -0.53 -0.47
0.09 -0.35 -0.61
-0.78 -1.51 -0.68
-0.01 1.76 0.61
0.11 0.34 1.28
-0.32 -1.87 -1.02
1.72 2.92 -0.63
-1.01 -1.70 -0.19
0.53 0.52 0.38
-0.26 -0.01 -0.11
-0.51 -0.38 0.47
0.53 -0.22 -0.12
1.86 -2.64 -2.04
0.16 1.66 0.74
0.36 1.67 3.75
-0.59 0.73 0.04
-0.34 -1.29 -1.99
-1.39 -0.29 -0.13
0.27 -0.24 -0.31
-0.13 0.02 -0.32
-0.40 0.02 0.35
0.13 0.03 0.16

***

Question: What is the charge in the first record?
Answer: +1

***

Question: Among the records above, which one has the lowest charge?
Answer: C54H121N7O22